A 2-piece molecular cluster, C4H10NO overall. Source: the Open Molecules 2025 dataset; level of theory: ωB97M-V/def2-TZVPD.

XYZ file:
```
16
Properties=species:S:1:pos:R:3:forces:R:3
O -0.887 0.558 0.395 0.193 -0.370 0.064
C -0.995 0.465 -0.815 -0.285 0.183 0.102
C 0.121 0.221 -1.764 0.047 -0.091 -0.110
C -0.256 -0.774 -2.857 0.042 0.226 -0.086
H -2.002 0.582 -1.243 0.035 0.077 -0.122
H 1.004 -0.115 -1.225 0.135 0.080 0.119
H 0.361 1.189 -2.219 -0.049 0.026 0.055
H -0.389 -1.769 -2.439 0.063 -0.123 -0.123
H 0.517 -0.775 -3.625 -0.056 -0.218 0.091
H -1.183 -0.475 -3.337 -0.149 -0.010 -0.087
C 0.809 -0.104 3.188 0.419 -0.014 -0.343
N 1.123 -0.198 1.962 -0.390 -0.366 0.104
H -0.204 0.145 3.443 -0.316 0.069 0.107
H 1.559 -0.265 3.947 0.052 0.009 0.177
H 2.060 -0.454 1.678 0.171 0.034 0.054
H 0.380 -0.065 1.221 0.090 0.486 -0.002
```
Positions in Å, forces in eV/Å.

Properties
HOMO-LUMO gap: 9.48 eV
Total charge: +1
Max |F|: 0.545 eV Å⁻¹
Molar mass: 88.13 g mol⁻¹

Mulliken atomic charge list, values in e, 6 entries: -0.614, 0.179, -0.276, -1.187, 0.389, 0.199